Density functional theory data (the ωB97M-V functional and the def2-TZVPD basis) for a structure of composition C19H42F18HfN4O13P2S3 in a non-equilibrium geometry.

Properties
net charge	+2
molar mass	1213.16	u
electronic energy	-154234.6419	eV

Atoms and positions in Å:
Hf (4.296, -0.815, -3.374)
S (1.413, 0.698, -0.572)
O (0.436, 1.156, 0.374)
O (2.901, 0.699, -0.314)
O (1.459, -0.687, -1.047)
O (1.506, 1.228, -1.923)
C (3.472, 8.553, 5.522)
C (3.578, 7.073, 5.237)
O (3.035, 6.262, 5.980)
N (4.429, 6.685, 4.046)
H (4.987, 7.519, 3.927)
H (5.238, 6.140, 4.309)
C (3.526, 6.377, 2.766)
H (4.495, 8.784, 5.818)
H (2.879, 8.824, 6.396)
H (3.249, 9.220, 4.690)
H (4.133, 5.862, 2.022)
H (3.217, 7.350, 2.384)
H (2.629, 5.778, 2.924)
C (-6.882, 1.943, 2.121)
C (-5.441, 1.490, 2.101)
O (-5.023, 0.442, 1.669)
N (-4.459, 2.346, 2.890)
H (-3.584, 2.004, 2.518)
H (-4.540, 3.335, 2.700)
C (-4.585, 2.086, 4.427)
H (-6.953, 2.963, 1.741)
H (-7.256, 2.052, 3.138)
H (-7.687, 1.321, 1.729)
H (-3.980, 2.812, 4.970)
H (-4.077, 1.174, 4.739)
H (-5.584, 2.169, 4.855)
C (-2.923, 4.845, -5.297)
C (-4.367, 4.242, -5.470)
O (-5.027, 3.708, -4.602)
N (-5.119, 4.449, -6.819)
H (-6.074, 4.385, -6.499)
H (-5.057, 5.367, -7.237)
C (-4.814, 3.430, -7.914)
H (-2.786, 5.435, -4.391)
H (-2.695, 5.593, -6.056)
H (-2.344, 3.922, -5.300)
H (-5.030, 2.426, -7.548)
H (-3.860, 3.759, -8.327)
H (-5.403, 3.691, -8.793)
C (-5.724, -7.719, 5.103)
C (-4.159, -7.758, 5.196)
C (-3.481, -6.492, 4.441)
N (-1.963, -6.605, 4.170)
C (-1.689, -7.806, 3.151)
C (-1.153, -6.884, 5.465)
C (-0.428, -5.569, 5.780)
C (-0.984, -4.529, 4.779)
C (-1.426, -5.244, 3.633)
H (-6.240, -8.640, 5.372)
H (-6.072, -7.604, 4.076)
H (-6.199, -6.879, 5.611)
H (-3.885, -8.708, 4.735)
H (-3.984, -7.690, 6.269)
H (-3.777, -5.572, 4.946)
H (-3.929, -6.343, 3.459)
H (-0.611, -7.928, 3.044)
H (-1.978, -7.630, 2.115)
H (-2.131, -8.742, 3.493)
H (-0.522, -7.751, 5.270)
H (-1.791, -7.054, 6.332)
H (0.579, -5.731, 5.397)
H (-0.326, -5.324, 6.837)
H (-0.322, -3.692, 4.556)
H (-1.880, -4.088, 5.216)
H (-0.505, -5.531, 3.125)
H (-2.231, -4.738, 3.101)
C (-2.287, -4.333, -4.283)
F (-3.322, -4.814, -4.953)
F (-2.473, -3.018, -4.163)
F (-2.361, -4.858, -3.018)
S (-0.508, -4.650, -5.268)
O (-0.182, -5.994, -4.901)
O (-0.832, -4.546, -6.715)
O (0.558, -3.730, -4.865)
C (11.096, -1.533, 0.053)
F (11.106, -2.730, 0.586)
F (12.159, -0.761, 0.413)
F (11.142, -1.699, -1.279)
S (9.415, -0.596, 0.397)
O (8.854, -1.102, 1.672)
O (9.905, 0.811, 0.449)
O (8.520, -0.860, -0.746)
P (7.168, 4.971, -4.541)
F (5.609, 5.493, -4.543)
F (6.510, 3.506, -4.132)
F (6.974, 4.485, -6.105)
F (8.707, 4.380, -4.556)
F (7.774, 6.387, -5.037)
F (7.263, 5.404, -3.014)
P (1.531, 1.415, -8.634)
F (1.576, -0.103, -9.174)
F (2.389, 0.961, -7.339)
F (2.935, 1.817, -9.355)
F (1.304, 2.982, -8.176)
F (0.863, 1.773, -10.049)
F (0.089, 1.098, -7.907)